# 1
This record from the OMol25 dataset describes a 2-piece molecular cluster, CHN3O3S overall at a distorted geometry. The level of theory is ωB97M-V/def2-TZVPD.

Last column: Löwdin charge in e.
Geometry (Å):
C1 1.44 0.58 -0.54  -0.3601
N1 1.71 0.81 -1.62  0.1336
N2 3.87 -1.70 1.42  0.2557
N3 3.53 -0.96 2.18  -0.3432
O1 0.76 -0.96 1.47  -0.4039
O2 -0.70 0.84 0.73  -0.2573
O3 3.19 -0.21 2.98  0.0773
S1 0.86 0.41 1.13  0.8580
H1 -0.55 1.76 0.56  0.0399

Calculated values
2S+1   1
Relative energy (zero: lowest compared OMol25 entry of this formula, charge and spin)   4.528 eV
LUMO level   -0.0056 hartree
HOMO   -11.19 eV
HOMO-LUMO gap   11.04 eV
Total charge   0
E   -826.74976 Eh
Max |F|   0.058 hartree/bohr


# 2
This record from the OMol25 dataset describes a 12-piece molecular cluster, H28O15P overall at a distorted geometry. The level of theory is ωB97M-V/def2-TZVPD.

Last column: Löwdin charge in e.
Geometry (Å):
O1 -13.48 -16.84 7.11  0.2559
H1 -13.24 -16.74 8.05  0.1815
H2 -14.41 -16.60 6.96  0.1792
H3 -13.22 -17.81 6.76  0.0868
O2 -11.33 -22.03 2.97  0.2539
H4 -11.37 -21.41 3.81  0.0736
H5 -10.62 -21.70 2.38  0.1655
H6 -11.11 -22.94 3.26  0.1906
O3 -14.80 -18.95 3.32  0.2334
H7 -15.32 -19.06 4.13  0.1507
H8 -13.74 -19.14 3.46  0.0566
H9 -14.98 -18.07 2.96  0.1721
O4 -8.96 -20.64 6.38  0.2455
H10 -8.52 -19.81 6.12  0.1512
H11 -8.99 -20.63 7.35  0.1769
H12 -9.92 -20.70 5.99  0.0872
O5 -11.15 -17.40 2.38  0.2590
H13 -11.75 -16.64 2.24  0.1737
H14 -10.76 -17.71 1.54  0.1891
H15 -11.61 -18.20 2.88  0.0920
O6 -14.67 -20.83 7.47  0.2635
H16 -15.49 -20.64 6.99  0.1771
H17 -13.84 -20.39 7.01  0.1188
H18 -14.72 -20.56 8.41  0.1860
P1 -11.85 -19.47 5.11  0.2353
O7 -12.39 -19.26 3.64  -0.2865
O8 -13.00 -19.17 6.14  -0.3503
O9 -10.62 -18.60 5.24  -0.3309
O10 -11.27 -20.93 5.27  -0.3277
O11 -12.00 -19.39 8.88  -0.0142
H19 -11.91 -19.37 7.91  -0.0056
H20 -12.77 -18.87 9.12  0.0403
O12 -9.43 -18.19 7.68  -0.0364
H21 -9.93 -18.20 6.84  -0.0175
H22 -10.08 -18.24 8.40  0.0293
O13 -13.22 -22.67 6.03  -0.0413
H23 -12.49 -22.05 5.86  -0.0228
H24 -13.76 -22.69 5.23  0.0475
O14 -9.17 -19.83 3.25  -0.0479
H25 -8.24 -19.55 3.25  0.0770
H26 -9.62 -19.32 3.95  -0.0229
O15 -11.09 -15.84 5.18  -0.0402
H27 -10.98 -16.81 5.12  -0.0265
H28 -11.94 -15.63 4.78  0.0215

Calculated values
2S+1   1
LUMO level   -0.3745 hartree
HOMO   -19.35 eV
HOMO-LUMO gap   9.16 eV
Total charge   +3
E   -1485.73475 Eh
Max |F|   0.036 hartree/bohr


# 3
This record from the OMol25 dataset describes a 3-piece molecular cluster, C3H11NO2 overall at a distorted geometry. The level of theory is ωB97M-V/def2-TZVPD.

Last column: Löwdin charge in e.
Geometry (Å):
C1 -1.10 -1.42 2.04  -0.0031
C2 -1.21 -1.51 0.70  -0.4890
C3 -0.25 -0.79 -0.21  -0.0626
N1 -2.30 -2.12 0.10  0.0775
H1 -1.75 -1.95 2.71  0.0436
H2 -0.20 -0.95 2.41  0.0436
H3 0.71 -0.85 0.30  0.0726
H4 -0.48 0.26 -0.34  0.0748
H5 -0.04 -1.24 -1.18  0.0724
H6 -2.49 -2.09 -0.88  0.0836
H7 -2.98 -2.56 0.70  0.0876
O1 5.90 0.65 -1.31  -0.0744
H8 5.43 1.48 -1.37  0.0153
H9 5.57 0.45 -0.40  0.0591
O2 -1.28 4.48 -1.00  -0.0549
H10 -2.24 4.51 -0.84  0.0414
H11 -1.29 3.64 -1.44  0.0124

Calculated values
2S+1   1
Relative energy (zero: lowest compared OMol25 entry of this formula, charge and spin)   0.909 eV
LUMO level   0.0198 hartree
HOMO   -7.98 eV
HOMO-LUMO gap   8.51 eV
SMILES   C=C(C)N.O.O
Total charge   0
E   -326.09806 Eh
Max |F|   0.042 hartree/bohr


# 4
This record from the OMol25 dataset describes an isolated molecule of C3H6O2S at a distorted geometry. The level of theory is ωB97M-V/def2-TZVPD.

Last column: Löwdin charge in e.
Geometry (Å):
O1 -1.01 -0.97 1.46  -0.0343
C1 -0.85 -0.68 0.07  -0.2323
C2 0.40 0.15 -0.21  -0.7137
O2 1.64 -0.42 0.08  0.0065
C3 0.38 1.62 -0.24  -0.3420
S1 0.41 0.94 -1.97  0.7575
H1 -0.51 -1.81 1.65  0.1163
H2 -0.91 -1.46 -0.60  0.1046
H3 -1.61 -0.07 -0.32  0.0946
H4 1.39 -1.30 0.22  0.0631
H5 -0.67 1.92 -0.06  0.0903
H6 1.35 2.09 -0.07  0.0894

Calculated values
2S+1   1
Relative energy (zero: lowest compared OMol25 entry of this formula, charge and spin)   2.219 eV
LUMO level   0.0126 hartree
HOMO   -8.71 eV
HOMO-LUMO gap   9.06 eV
SMILES   OC[C@]1(O)CS1
Total charge   0
E   -666.51247 Eh
Max |F|   0.048 hartree/bohr


# 5
This record from the OMol25 dataset describes C28H32AsAuN2S4 as an isolated structure. The level of theory is ωB97M-V/def2-TZVPD.

Last column: Löwdin charge in e.
Geometry (Å):
Au1 -0.05 0.35 0.46  0.4513
S1 2.07 0.23 -0.32  0.6391
C1 2.85 1.80 -0.08  -0.6467
C2 4.20 1.89 -0.41  -0.0968
C3 4.84 3.11 -0.31  -0.0382
C4 4.16 4.25 0.11  -0.0480
C5 2.82 4.16 0.44  -0.0743
C6 2.18 2.93 0.36  -0.4081
As1 0.35 2.71 0.83  1.2800
C7 0.17 3.02 2.71  -0.3888
C8 -1.10 3.24 3.23  -0.1255
C9 -1.25 3.42 4.60  -0.0607
C10 -0.14 3.36 5.43  -0.0508
C11 1.12 3.13 4.90  -0.0533
C12 1.28 2.95 3.54  -0.0884
C13 -0.67 4.03 -0.07  -0.3704
C14 -0.90 5.25 0.55  -0.0923
C15 -1.53 6.26 -0.16  -0.0454
C16 -1.93 6.04 -1.47  -0.0409
C17 -1.70 4.82 -2.09  -0.0522
C18 -1.07 3.80 -1.39  -0.1027
H1 4.74 1.02 -0.76  0.1146
H2 5.89 3.18 -0.58  0.1230
H3 4.67 5.20 0.17  0.1198
H4 2.28 5.05 0.77  0.1169
H5 -1.97 3.29 2.58  0.1096
H6 -2.23 3.61 5.01  0.1176
H7 -0.26 3.51 6.50  0.1180
H8 1.99 3.10 5.55  0.1166
H9 2.27 2.79 3.12  0.1094
H10 -0.60 5.42 1.58  0.1069
H11 -1.71 7.21 0.31  0.1201
H12 -2.43 6.83 -2.02  0.1208
H13 -2.01 4.66 -3.11  0.1179
H14 -0.87 2.86 -1.88  0.0925
C19 -3.93 -1.91 1.57  -0.4963
C20 -4.08 -0.58 0.83  -0.4523
S2 -2.64 0.37 0.22  0.8481
C21 -2.36 -0.22 -1.47  -0.5012
C22 -1.70 -1.59 -1.60  -0.4620
S3 -0.32 -1.90 -0.45  0.8618
C23 -0.97 -2.74 1.03  -0.4935
C24 -1.98 -3.86 0.84  -0.4854
S4 -3.68 -3.33 0.47  0.9194
H15 -4.86 -2.09 2.09  0.0862
H16 -3.15 -1.86 2.33  0.0639
H17 -4.58 0.15 1.47  0.0814
H18 -4.69 -0.71 -0.06  0.0874
H19 -1.71 0.55 -1.90  0.0553
H20 -3.30 -0.21 -2.02  0.1030
H21 -1.26 -1.69 -2.59  0.0973
H22 -2.40 -2.40 -1.44  0.0287
H23 -1.34 -1.99 1.71  0.0081
H24 -0.05 -3.14 1.47  0.0904
H25 -1.99 -4.44 1.76  0.0905
H26 -1.70 -4.54 0.03  0.0891
C25 1.79 -1.58 5.62  0.0152
N1 0.83 -0.99 4.69  -0.1091
C26 -0.45 -0.60 4.99  -0.0349
C27 -1.00 -0.15 3.83  -0.1450
N2 -0.07 -0.27 2.82  -0.0476
C28 1.01 -0.77 3.38  -0.1643
H27 1.70 -1.10 6.59  0.1007
H28 2.80 -1.42 5.24  0.0983
H29 1.61 -2.65 5.72  0.1017
H30 -0.85 -0.67 5.99  0.1341
H31 -1.97 0.27 3.67  0.1055
H32 1.95 -0.98 2.87  0.1344

Calculated values
2S+1   1
Relative energy (zero: lowest compared OMol25 entry of this formula, charge and spin)   0.330 eV
LUMO level   -0.2765 hartree
HOMO   -13.68 eV
HOMO-LUMO gap   6.15 eV
Total charge   +2
E   -5159.37029 Eh
Max |F|   0.018 hartree/bohr


# 6
This record from the OMol25 dataset describes C27H37MgN2O4P as an isolated structure. The level of theory is ωB97M-V/def2-TZVPD.

Last column: Löwdin charge in e.
Geometry (Å):
Mg1 -0.70 1.27 0.23  0.5924
C1 -3.23 2.84 2.90  -0.0044
C2 -3.01 2.94 1.40  -0.4999
C3 -3.70 4.16 0.80  -0.0061
O1 -1.58 3.01 1.14  -0.0653
C4 -3.51 1.65 0.73  -0.5880
O2 -4.70 1.41 0.75  0.0724
O3 -2.59 0.88 0.26  -0.1125
H1 -2.81 3.71 3.40  0.0891
H2 -2.75 1.95 3.30  0.0883
H3 -4.29 2.78 3.11  0.0972
H4 -3.46 5.06 1.37  0.0897
H5 -4.78 3.99 0.83  0.0952
H6 -3.40 4.30 -0.24  0.0997
H7 -1.28 3.93 1.15  0.1210
O4 0.31 2.19 -1.09  -0.1496
C5 1.58 2.48 -1.19  -0.3867
C6 2.08 2.94 -2.43  -0.0165
C7 3.42 3.19 -2.63  -0.0926
C8 4.34 2.98 -1.60  -0.1088
C9 3.87 2.55 -0.38  -0.0550
C10 2.51 2.31 -0.14  -0.0865
C11 2.09 1.90 1.20  -0.2396
N1 0.91 1.42 1.59  0.0547
C12 0.99 1.22 2.96  -0.1308
C13 2.22 1.57 3.40  -0.0718
N2 2.90 1.99 2.28  0.1143
H8 1.35 3.08 -3.23  0.1166
H9 3.76 3.53 -3.60  0.1022
H10 5.39 3.15 -1.76  0.0949
H11 4.60 2.37 0.41  0.0992
H12 0.15 0.84 3.52  0.1089
H13 2.66 1.55 4.38  0.1122
H14 3.84 2.36 2.26  0.1439
C14 -1.60 -0.95 -2.71  -0.0917
C15 -1.59 -2.05 -1.63  -0.6768
C16 -1.21 -3.37 -2.30  -0.0839
C17 -2.99 -2.15 -1.03  -0.0844
P1 -0.35 -1.45 -0.36  1.1490
C18 1.25 -1.84 -1.14  -0.3416
C19 1.89 -3.09 -1.15  -0.1016
C20 3.11 -3.25 -1.79  -0.0785
C21 3.72 -2.18 -2.43  -0.0822
C22 3.09 -0.95 -2.45  -0.0621
C23 1.87 -0.79 -1.80  -0.0888
C24 -0.47 -2.46 1.22  -0.6784
C25 -1.58 -1.82 2.06  -0.0962
C26 -0.79 -3.96 1.09  -0.0835
C27 0.85 -2.30 1.97  -0.0897
H15 -2.31 -1.24 -3.49  0.0892
H16 -0.62 -0.82 -3.17  0.0772
H17 -1.93 0.01 -2.30  0.0748
H18 -1.98 -3.61 -3.04  0.0878
H19 -1.17 -4.20 -1.60  0.0672
H20 -0.25 -3.31 -2.82  0.0763
H21 -3.70 -2.31 -1.85  0.0907
H22 -3.29 -1.24 -0.51  0.0633
H23 -3.09 -3.00 -0.36  0.0640
H24 1.43 -3.94 -0.67  0.0867
H25 3.59 -4.22 -1.78  0.1028
H26 4.67 -2.31 -2.92  0.1018
H27 3.54 -0.10 -2.95  0.1035
H28 1.38 0.18 -1.83  0.0744
H29 -2.56 -1.89 1.59  0.0743
H30 -1.40 -0.76 2.25  0.0578
H31 -1.62 -2.33 3.03  0.0890
H32 -1.75 -4.14 0.62  0.0630
H33 -0.83 -4.39 2.09  0.0886
H34 -0.03 -4.51 0.54  0.0617
H35 1.18 -1.26 2.02  0.0566
H36 1.66 -2.87 1.52  0.0726
H37 0.71 -2.66 3.00  0.0896

Calculated values
2S+1   1
LUMO level   0.0135 hartree
HOMO   -7.68 eV
HOMO-LUMO gap   8.04 eV
Total charge   0
E   -2003.17939 Eh
Max |F|   0.007 hartree/bohr


# 7
This record from the OMol25 dataset describes an isolated molecule of C7H12O at a distorted geometry. The level of theory is ωB97M-V/def2-TZVPD.

Last column: Löwdin charge in e.
Geometry (Å):
C1 -1.08 1.43 0.07  -0.0844
C2 0.17 1.89 0.12  -0.0766
C3 1.57 1.21 -0.16  -0.1848
O1 1.61 -0.07 -0.83  -0.1642
C4 1.45 -1.22 0.05  -0.1862
C5 0.01 -1.34 0.65  -0.1618
C6 -1.02 -1.17 -0.50  -0.2265
C7 -1.78 0.08 -0.38  -0.2040
H1 -1.87 2.02 0.34  0.0576
H2 0.19 2.93 0.46  0.0961
H3 2.17 1.33 0.87  0.1566
H4 2.02 1.88 -0.87  0.0942
H5 2.08 -1.04 0.92  0.1077
H6 1.72 -2.02 -0.57  0.1038
H7 0.07 -2.22 1.28  0.1019
H8 -0.14 -0.47 1.34  0.1101
H9 -0.40 -1.39 -1.44  0.1335
H10 -1.84 -1.95 -0.36  0.1237
H11 -2.38 0.23 -1.31  0.1260
H12 -2.54 -0.11 0.30  0.0774

Calculated values
2S+1   1
Relative energy (zero: lowest compared OMol25 entry of this formula, charge and spin)   2.165 eV
LUMO level   0.0400 hartree
HOMO   -9.28 eV
HOMO-LUMO gap   10.37 eV
SMILES   C1=C\COCCCC/1
Total charge   0
E   -349.06910 Eh
Max |F|   0.071 hartree/bohr


# 8
This record from the OMol25 dataset describes an isolated ion of composition C4H11N4S and charge +1 at a distorted geometry. The level of theory is ωB97M-V/def2-TZVPD.

Last column: Löwdin charge in e.
Geometry (Å):
C1 -0.72 -1.75 1.11  -0.0061
C2 -0.13 -0.33 1.12  -0.3040
C3 0.02 0.39 2.35  0.0070
N1 0.11 0.26 0.04  -0.0754
N2 0.45 1.60 0.17  0.1197
C4 -0.59 -0.08 -1.22  -0.7819
S1 -2.20 -0.32 -1.27  0.8220
N3 0.09 0.09 -2.35  -0.1207
N4 1.45 -0.11 -2.55  0.0224
H1 -1.68 -1.38 1.44  0.0881
H2 -0.23 -2.48 1.89  0.1498
H3 -0.60 -2.26 0.16  0.0739
H4 0.96 0.96 2.39  0.1213
H5 0.08 -0.09 3.27  0.0858
H6 -0.78 1.17 2.34  0.1377
H7 -0.17 2.22 0.71  0.1348
H8 0.75 2.00 -0.71  0.1096
H9 -0.65 0.29 -3.08  0.1544
H10 2.04 0.77 -2.76  0.1405
H11 1.79 -0.97 -3.05  0.1210

Calculated values
2S+1   1
Relative energy (zero: lowest compared OMol25 entry of this formula, charge and spin)   2.945 eV
LUMO level   -0.1567 hartree
HOMO   -13.03 eV
HOMO-LUMO gap   8.77 eV
SMILES   CC(C)=[N+](N)C(=S)NN
Total charge   +1
E   -775.85805 Eh
Max |F|   0.089 hartree/bohr